# 1
Computed, not measured: an isolated molecule of C15H20N4OS, with wB97M-V/def2-TZVPD.

XYZ file:
```
41
C15H20N4OS wB97M-V/def2-TZVPD
C 4.50536 0.06100 2.41100
C 3.78210 -0.72826 3.49909
O 2.90918 -1.70577 2.97175
C 1.72966 -1.32820 2.40660
C 1.00930 -2.34967 1.78054
C -0.19314 -2.09073 1.16730
C -0.71867 -0.79832 1.15848
C -0.02857 0.20905 1.82177
C 1.18837 -0.04840 2.43146
H 1.69002 0.76358 2.93396
H -0.45168 1.19954 1.89751
N -1.94367 -0.57368 0.51866
C -2.34064 0.48049 -0.23606
N -1.47166 1.49582 -0.43786
H -0.49710 1.29775 -0.25071
C -1.76533 2.56869 -1.35795
H -1.07281 3.38762 -1.14844
C -1.68666 2.16004 -2.83452
H -2.32900 1.29075 -2.98116
H -2.08138 2.97571 -3.44085
C -0.26654 1.84593 -3.31259
N 0.32034 0.73902 -2.60323
C -0.09320 -0.54985 -2.60891
N 0.61768 -1.30039 -1.81374
C 1.54209 -0.47590 -1.25783
C 1.37175 0.79434 -1.72899
H 1.90380 1.70465 -1.53766
H 2.26061 -0.84761 -0.55600
H -0.91271 -0.89768 -3.20524
H -0.29420 1.60918 -4.38186
H 0.37908 2.71727 -3.16974
H -2.78585 2.90176 -1.15047
S -3.87495 0.47567 -0.85974
H -2.57725 -1.36092 0.47934
H -0.72815 -2.88503 0.67089
H 1.42680 -3.34349 1.78254
H 4.50651 -1.30186 4.08381
H 3.24742 -0.05504 4.18083
H 3.79848 0.61537 1.79795
H 5.20281 0.75903 2.86578
H 5.05602 -0.62050 1.76744
```

Properties
**Structure (SMILES)**: CCOc1ccc(NC(=S)NCCCn2ccnc2)cc1
**HOMO-LUMO gap**: 8.4 eV

***

# 2
Computed, not measured: C35H61AsN8OPtS2Se as an isolated structure, with wB97M-V/def2-TZVPD.

XYZ file:
```
110
C35H61AsN8OPtS2Se wB97M-V/def2-TZVPD
Pt -0.20981 -0.83042 -1.33894
C -3.98661 -4.18242 -1.97530
As -3.71085 -2.29835 -2.24060
C -3.79306 -1.97198 -4.13817
C -5.19906 -1.36537 -1.46114
O -2.29790 -1.79779 -1.55323
H -4.83041 -4.53509 -2.56566
H -4.17611 -4.36431 -0.91872
H -3.08154 -4.71189 -2.26883
H -4.65036 -2.48410 -4.57152
H -2.87919 -2.33242 -4.60890
H -3.88707 -0.90107 -4.31355
H -6.12120 -1.59754 -1.99100
H -4.99530 -0.29680 -1.51584
H -5.29212 -1.66505 -0.41808
C 6.13500 -0.76650 -0.23373
C 4.72170 -0.53747 0.27262
N 3.73696 -0.45148 -0.80313
C 3.07232 0.58944 -1.28786
S 1.81927 0.30615 -2.44291
N 3.32056 1.86179 -0.95664
C 4.54889 2.48853 -0.45592
C 4.40338 3.08305 0.93312
H 6.83891 -0.72614 0.59740
H 6.43336 -0.02428 -0.97391
H 6.22356 -1.74839 -0.69883
H 4.63997 0.35038 0.89772
H 4.41524 -1.38182 0.89562
H 3.45020 -1.33048 -1.21039
H 2.64454 2.48866 -1.36651
H 4.80791 3.27279 -1.17016
H 5.35996 1.76659 -0.50186
H 3.59083 3.81229 0.96321
H 5.32070 3.60112 1.21118
H 4.20473 2.32153 1.68865
C -3.85878 -2.81931 2.64531
C -3.47164 -1.67761 3.57700
C -4.03055 -0.32814 3.13072
C -3.37289 0.22011 1.86575
N -2.03733 0.75584 2.12564
C -0.85833 0.17929 1.82830
Se -0.63905 -1.52532 1.08831
N 0.13466 1.04100 2.12508
C 1.56196 0.79554 1.99951
C 2.24485 0.53706 3.34312
C 1.46294 -0.39837 4.26170
C 2.29722 -0.86924 5.44283
C -0.41784 2.20770 2.62566
C 0.16604 3.39072 3.06577
C -0.69458 4.37968 3.50542
C -2.08294 4.19808 3.50545
C -2.66266 3.02180 3.06969
C -1.79921 2.02484 2.63003
H -3.48793 -3.77366 3.01869
H -3.44789 -2.68368 1.64277
H -4.94541 -2.89730 2.56561
H -2.38200 -1.61516 3.66691
H -3.83933 -1.89277 4.58178
H -3.93027 0.41107 3.92951
H -5.10288 -0.42258 2.93788
H -3.94930 1.04256 1.43723
H -3.25935 -0.54255 1.09494
H 1.97933 1.67127 1.49885
H 1.67320 -0.04870 1.32020
H 3.22666 0.09871 3.13569
H 2.44377 1.48289 3.85620
H 1.10432 -1.25585 3.68600
H 0.57153 0.11962 4.62893
H 3.16663 -1.43852 5.10813
H 1.72052 -1.50896 6.10933
H 2.66238 -0.02402 6.02874
H 1.23884 3.53046 3.07677
H -0.28853 5.31454 3.86710
H -2.71580 4.99864 3.86282
H -3.73545 2.88785 3.07726
N 1.11728 -4.51896 -3.11484
C 0.38281 -3.39714 -2.96997
N 0.64072 -2.76526 -1.85417
C 1.61406 -3.51947 -1.20509
C 2.27973 -3.31914 0.00612
C 3.22110 -4.25746 0.37727
C 3.51299 -5.37154 -0.42502
C 2.87113 -5.57969 -1.62723
C 1.92116 -4.63224 -1.99630
H 1.05867 -5.16084 -3.88642
H -0.32859 -3.06837 -3.71041
H 2.04240 -2.47219 0.63758
H 3.74166 -4.14234 1.31923
H 4.25475 -6.08356 -0.09023
H 3.09541 -6.43582 -2.24858
C -2.33667 1.64251 -5.23075
C -1.33556 1.15890 -4.19741
N -0.81860 2.27983 -3.42078
C -0.79722 2.40070 -2.10187
S -1.44222 1.22285 -1.02377
N -0.27332 3.50864 -1.55594
C -0.00482 4.75571 -2.27117
C -1.26550 5.51420 -2.65273
H -2.66813 0.80992 -5.85126
H -1.89693 2.38405 -5.89977
H -3.20787 2.08965 -4.75150
H -0.48840 0.65752 -4.67434
H -1.78752 0.45884 -3.49732
H -0.38103 3.01259 -3.96105
H -0.43088 3.56722 -0.56079
H 0.61697 4.53665 -3.14484
H 0.62532 5.35838 -1.61649
H -1.90863 4.92502 -3.30732
H -1.00696 6.43525 -3.17352
H -1.83958 5.77691 -1.76421
```

Properties
**⟨S²⟩**: 2.010
**Total charge**: +2
**Multiplicity**: 3
**HOMO-LUMO gap (alpha / beta)**: 7.3 / 6.7 eV